187
Properties=species:S:1:pos:R:3:forces:R:3:mulliken_charge:R:1 method="wB97M-V/def2-TZVPD" relative_energy_ev=2.301 smiles=COC[C@H](C)N.COC[C@H](C)N.COC[C@H](C)N.COC[C@H](C)N.COC[C@H](C)N.COC[C@H](C)N.COC[C@H](C)N.COC[C@H](C)N.COC[C@H](C)N.COC[C@H](C)N.COC[C@H](C)N lumo_energy_ev=0.447 homo_energy_ev=-8.85 orbital_gap_ev=9.30
C 0.593148 -7.404650 -5.322122 -0.15 -0.18 1.70 -1.36
C 1.112394 -6.013918 -4.929206 0.61 -0.40 -0.38 0.68
C 0.498222 -5.561661 -3.630002 -0.87 -0.36 0.29 -0.51
O 0.881634 -6.501185 -2.637523 0.60 0.31 -0.30 -0.42
C 0.425591 -6.226718 -1.363244 -0.69 -0.93 1.49 -0.78
N 2.579240 -6.011472 -4.797630 -0.74 0.86 0.08 -0.67
H 0.613285 -8.019994 -4.410756 0.14 0.10 -0.07 0.31
H 1.284788 -7.925535 -5.977387 -0.45 0.19 -0.71 0.36
H -0.472499 -7.386196 -5.560735 0.21 -0.07 -0.79 0.34
H 0.821571 -5.291245 -5.691744 0.04 0.15 -0.14 0.04
H -0.597137 -5.613814 -3.710383 0.04 0.10 -0.10 0.15
H 0.738489 -4.523418 -3.365476 0.37 -0.16 0.06 0.45
H -0.673736 -6.181104 -1.282803 0.11 0.51 -0.37 0.27
H 0.891816 -5.380759 -0.856658 -0.01 0.44 -0.35 0.29
H 0.644821 -7.088709 -0.716191 0.30 0.03 -0.34 0.30
H 2.992449 -6.536679 -5.550339 0.27 -0.22 0.20 0.27
H 2.818628 -6.356721 -3.878153 0.25 -0.35 -0.23 0.28
C 0.790422 -4.078227 3.591720 0.24 -0.99 -0.78 -0.36
C -0.519181 -4.351467 4.325165 -0.42 0.41 -0.78 0.52
C -0.503123 -3.996629 5.797722 -0.42 0.57 0.14 -0.68
O 0.268583 -4.854615 6.590910 -0.12 -0.26 0.01 -0.46
C 1.619375 -4.512840 6.646584 1.62 -0.41 1.28 -0.50
N -1.600773 -3.551802 3.650931 0.18 -0.33 0.25 -0.49
H 0.548156 -4.116193 2.521853 0.13 0.59 0.05 0.23
H 1.526927 -4.887421 3.662628 -0.24 -0.10 0.47 0.48
H 1.331148 -3.180868 3.873410 -0.40 0.33 -0.09 -0.51
H -0.760556 -5.406326 4.148220 0.17 -0.09 0.65 0.10
H -1.531078 -3.994601 6.176775 0.05 -0.43 0.08 0.40
H -0.189546 -2.949980 5.944745 0.19 -0.08 -0.27 0.25
H 2.158655 -4.477797 5.703819 -0.31 0.31 -0.21 0.21
H 2.172857 -5.260834 7.234036 -0.54 -0.37 -0.23 0.36
H 1.857483 -3.632023 7.263998 -0.56 0.40 -0.55 0.22
H -1.911186 -4.112655 2.859959 0.12 0.32 -0.11 0.26
H -2.432212 -3.510594 4.239638 0.22 0.04 0.09 0.21
C -0.287530 7.827659 -1.147581 -0.62 0.10 -0.07 -1.23
C -1.582892 7.195364 -0.574444 0.80 1.55 0.24 0.40
C -1.466755 5.713689 -0.496129 1.14 -0.90 -0.68 0.48
O -1.220784 5.206014 -1.806207 -0.50 -0.62 0.65 -0.42
C -0.730865 3.858646 -1.750188 0.09 0.63 -0.56 0.29
N -1.799181 7.715112 0.788136 -0.76 -0.41 -0.54 -0.71
H -0.093662 7.581714 -2.193020 0.11 -0.41 0.18 0.30
H 0.546301 7.585504 -0.485639 0.18 0.01 -0.22 0.18
H -0.455395 8.909287 -1.157940 0.21 0.02 0.24 0.42
H -2.362944 7.583255 -1.235231 -0.43 -0.57 0.21 0.29
H -2.281723 5.160079 -0.016323 -0.27 0.36 -0.06 0.22
H -0.551984 5.511652 0.099546 -0.25 0.01 0.12 -0.59
H 0.364909 3.915733 -1.692877 -0.11 -0.32 -0.02 0.23
H -1.057183 3.369731 -2.668734 0.25 -0.02 -0.01 -0.15
H -1.111108 3.257167 -0.922800 -0.16 0.33 0.15 -0.14
H -1.247081 7.207888 1.466282 0.21 0.21 0.04 0.24
H -1.591178 8.701124 0.801820 0.13 0.05 0.31 0.27
C 6.497367 2.285245 6.302654 -0.83 -1.08 1.09 -1.19
C 6.365380 3.255704 5.143202 0.36 0.05 0.57 0.26
C 5.388250 2.705371 4.135304 -0.37 -0.69 0.23 0.27
O 5.795705 1.397178 3.779853 0.74 0.42 0.31 -0.41
C 4.965063 0.862698 2.822622 -0.75 -0.67 -1.08 -0.35
N 5.897933 4.556516 5.602642 -0.01 0.34 -0.54 -0.71
H 7.240602 2.460187 7.085201 0.36 0.47 -0.53 0.42
H 6.580789 1.232613 6.019590 0.28 0.18 -0.29 0.18
H 5.559553 2.311624 6.887991 -0.01 0.10 -0.29 0.23
H 7.328965 3.397986 4.650034 0.02 0.00 -0.04 0.36
H 5.271398 3.335861 3.247941 0.14 0.10 0.06 0.17
H 4.397808 2.589354 4.618470 -0.01 0.36 -0.05 -0.37
H 5.215675 -0.177792 2.614278 0.20 -0.02 0.32 0.32
H 5.040705 1.368593 1.850431 -0.07 0.26 0.11 0.42
H 3.916815 0.881481 3.147200 -0.13 0.06 -0.04 -0.06
H 4.989666 4.473684 6.044668 0.07 -0.02 0.13 0.24
H 6.549479 4.936685 6.275343 -0.08 0.08 0.06 0.27
C -6.636061 -4.087916 -1.482389 -0.38 -0.73 -1.42 -1.54
C -5.222756 -3.641627 -1.812719 0.23 0.35 1.58 0.79
C -4.682940 -4.266522 -3.082910 -0.25 0.42 0.48 -0.90
O -3.394311 -3.749936 -3.338228 -0.01 -0.04 0.15 -0.09
C -2.848891 -4.144524 -4.563723 0.61 0.51 -0.97 -0.59
N -5.222005 -2.171515 -1.848263 0.19 0.14 -0.39 -0.63
H -7.005179 -3.706284 -0.537454 0.11 0.06 0.11 0.36
H -6.719283 -5.181427 -1.519457 0.12 0.04 0.42 0.37
H -7.298784 -3.759385 -2.292240 -0.05 0.26 0.25 0.36
H -4.622376 -4.009859 -0.960199 0.33 0.11 -0.31 0.13
H -5.416460 -4.009406 -3.862058 0.35 -0.31 -0.35 0.37
H -4.570638 -5.342611 -2.912383 -0.47 -0.09 -0.31 0.41
H -1.766019 -4.003009 -4.532833 -0.06 0.05 0.27 -0.16
H -3.181144 -3.486357 -5.381202 -0.28 -0.21 0.08 0.37
H -3.006611 -5.187468 -4.869259 -0.34 0.01 0.39 0.42
H -5.093641 -1.784390 -0.920328 -0.20 -0.16 0.03 0.25
H -4.455069 -1.790322 -2.393518 0.02 -0.36 -0.07 0.14
C -4.449981 1.796552 -7.464526 0.58 -0.50 -0.47 -1.59
C -3.906891 2.932579 -6.619125 -1.07 0.45 -0.40 0.77
C -3.025146 2.508571 -5.462022 0.35 -0.03 0.70 -0.67
O -3.515817 1.295573 -4.912824 0.13 0.32 -0.38 -0.45
C -2.601622 0.511676 -4.182395 -0.65 -0.36 0.99 0.67
N -3.185423 3.897035 -7.472837 0.23 -0.67 0.51 -0.72
H -3.611676 1.364431 -8.026049 -0.22 -0.02 -0.14 0.38
H -5.222338 2.138437 -8.158219 0.22 0.22 -0.10 0.43
H -4.907959 0.982880 -6.907210 0.13 0.18 0.36 0.31
H -4.806723 3.414523 -6.194605 0.23 -0.05 0.19 0.11
H -3.078715 3.316171 -4.705048 0.07 -0.26 0.01 0.21
H -1.957208 2.430716 -5.714549 -0.23 -0.19 -0.43 0.44
H -1.903464 1.085963 -3.563607 0.04 0.11 -0.24 -0.06
H -2.069298 -0.257117 -4.751624 0.08 0.39 -0.35 -0.05
H -3.237938 -0.030814 -3.472703 0.20 -0.04 0.00 -0.29
H -2.985089 4.729948 -6.933656 -0.08 0.18 -0.30 0.23
H -3.723668 4.113847 -8.299264 -0.07 0.24 0.10 0.24
C 1.434001 3.129664 1.504266 -0.46 -0.87 -0.26 -0.33
C 2.286957 4.103822 2.271553 -0.56 2.14 -0.23 0.97
C 3.430125 4.685048 1.422105 -0.10 -0.87 -1.12 -1.30
O 2.829351 5.306973 0.277903 -0.01 -0.03 0.37 -0.01
C 3.761596 6.084962 -0.439117 0.14 -0.50 0.19 -0.95
N 1.391663 5.270252 2.591950 0.26 -0.58 0.24 -0.76
H 0.497972 2.917460 2.026806 0.22 -0.01 0.31 0.07
H 1.919460 2.167916 1.314014 0.11 0.11 -0.03 0.29
H 1.094841 3.524908 0.543954 0.37 0.18 0.00 -0.36
H 2.655447 3.703212 3.215635 0.11 -0.15 -0.08 0.05
H 4.060388 3.869528 1.022278 0.18 0.17 0.32 0.44
H 4.057885 5.432552 1.922944 -0.13 -0.22 0.37 0.58
H 4.618753 5.459630 -0.720761 0.04 0.14 -0.10 0.34
H 4.124995 6.909042 0.183739 -0.01 0.15 -0.16 0.35
H 3.269541 6.438279 -1.338794 -0.02 0.18 -0.01 0.23
H 1.935269 5.960419 3.106792 -0.12 -0.02 -0.05 0.30
H 1.200829 5.684733 1.681255 -0.07 0.14 0.21 0.07
C -4.573566 1.457118 0.827239 -0.20 0.08 0.18 -1.30
C -3.670419 1.440569 2.053630 0.31 0.84 0.14 0.36
C -3.503437 0.062665 2.655227 0.06 -0.16 0.21 -0.10
O -4.746193 -0.505549 2.984538 -1.05 -0.32 -0.18 -0.38
C -5.519224 0.143629 3.990313 1.10 0.08 0.04 -0.77
N -2.374107 2.080011 1.676492 -0.40 0.23 0.46 -0.44
H -4.239002 0.756751 0.060278 0.13 0.04 0.01 -0.01
H -4.589262 2.465056 0.405116 0.06 -0.07 -0.10 0.45
H -5.607589 1.210719 1.072704 0.08 -0.11 0.10 0.35
H -4.100879 2.087592 2.829096 -0.30 -0.16 -0.09 0.59
H -2.871588 0.049469 3.556508 0.18 0.31 -0.14 0.38
H -3.057430 -0.618024 1.928728 0.04 0.00 -0.01 -0.40
H -6.500800 -0.315515 4.020886 0.02 -0.18 -0.02 0.27
H -5.635477 1.216971 3.805741 -0.09 -0.13 -0.03 0.33
H -4.995606 0.019600 4.952841 -0.33 0.08 -0.02 0.29
H -1.795857 2.202185 2.512285 -0.05 -0.38 -0.15 0.18
H -2.660033 3.044459 1.492492 0.34 -0.13 -0.34 0.19
C 2.586488 -0.094496 7.594089 0.67 -0.22 -0.35 -1.90
C 2.842940 -0.069607 6.092968 -0.75 1.55 -0.76 1.70
C 2.770805 -1.430344 5.412231 0.75 0.37 0.49 0.48
O 3.770774 -2.328588 5.849152 0.37 -0.26 0.36 -0.39
C 5.083699 -2.011213 5.389312 -0.55 -0.28 -0.37 -0.37
N 1.770691 0.776328 5.414576 0.41 0.01 0.74 -0.47
H 1.602366 -0.519640 7.799076 0.01 0.09 0.14 0.37
H 2.683904 0.919754 7.984238 -0.30 0.01 0.06 0.58
H 3.359101 -0.678861 8.100028 -0.19 -0.18 -0.02 0.35
H 3.773583 0.474802 5.892702 0.25 -0.52 0.13 -0.81
H 2.851923 -1.321298 4.324552 -0.34 0.10 0.01 0.05
H 1.805846 -1.823490 5.729367 -0.02 -0.35 -0.41 -0.52
H 5.792230 -2.716633 5.819746 -0.17 0.03 0.29 0.32
H 5.361282 -0.989235 5.659901 0.13 -0.06 -0.19 -0.01
H 5.136583 -2.175982 4.299894 0.00 0.39 0.13 0.25
H 1.298091 1.307071 6.145916 -0.17 -0.28 -0.10 0.30
H 2.223467 1.521077 4.890850 0.03 -0.24 -0.26 -0.05
C 1.515491 -2.297051 -7.817320 -0.85 -0.80 -0.55 -1.45
C 0.592222 -1.558275 -6.870772 -0.72 0.35 -0.27 1.09
C 1.382913 -0.842324 -5.806882 0.98 0.17 -0.25 -1.02
O 0.506733 -0.165598 -4.950626 0.32 -0.13 0.29 0.14
C 1.183252 0.410324 -3.855957 0.36 -0.09 0.11 -0.55
N -0.298038 -0.642510 -7.613351 0.10 -0.02 0.19 -0.69
H 1.143735 -3.313059 -7.995243 0.15 -0.02 0.31 0.31
H 2.528383 -2.380489 -7.434865 0.20 0.21 -0.33 0.36
H 1.393348 -1.870321 -8.814298 0.74 0.35 0.08 0.41
H -0.121580 -2.257079 -6.422943 0.32 -0.05 0.39 -0.19
H 2.103011 -0.137156 -6.274490 -0.44 0.16 -0.19 0.29
H 2.098184 -1.515687 -5.299855 -0.63 -0.24 0.41 0.41
H 0.436539 0.874379 -3.217444 0.07 0.05 0.10 -0.20
H 1.952723 1.133891 -4.165994 -0.31 0.13 -0.17 0.37
H 1.742925 -0.351917 -3.292874 -0.27 -0.05 0.05 0.33
H 0.240160 0.076370 -8.093463 0.04 -0.10 0.08 0.29
H -0.861562 -0.156663 -6.918441 -0.03 0.04 -0.22 0.16
C -1.963586 -1.385657 -1.026207 0.93 -1.00 -0.22 -0.49
C -0.926933 -0.651500 -0.204542 0.35 0.84 -0.04 2.45
C 0.473827 -1.232236 -0.255111 -0.30 -0.41 -1.27 -0.86
O 1.349656 -0.491858 0.543052 0.90 -0.23 0.57 -0.44
C 1.214696 -0.697415 1.929554 -1.04 -0.21 0.53 0.50
N -0.828783 0.746348 -0.726907 -0.28 -0.25 0.82 0.28
H -2.873878 -0.804963 -1.101633 -0.15 -0.02 -0.01 -0.71
H -2.151326 -2.406392 -0.668859 -0.30 0.28 0.36 0.33
H -1.554058 -1.581507 -2.024984 -0.20 0.45 -0.12 0.28
H -1.183909 -0.667302 0.868007 -0.35 0.15 -0.32 -1.32
H 0.880935 -1.132285 -1.268056 -0.20 0.08 -0.03 -0.15
H 0.466214 -2.314426 -0.077767 0.10 -0.01 0.57 0.43
H 1.706392 0.119716 2.449419 -0.01 0.03 0.02 -0.51
H 1.559918 -1.655562 2.342506 0.54 0.02 -0.66 0.12
H 0.149630 -0.726474 2.205353 0.19 0.42 0.17 -0.08
H -1.494638 1.287708 -0.159402 0.20 -0.08 -0.35 -0.32
H 0.075398 1.118851 -0.427265 -0.13 -0.13 -0.05 0.25